# 1
{"formula": "C5H8O", "method": "ωB97M-V/def2-TZVPD", "de_lowest_ev": 1.137, "smiles": "C=C[C@H](C)C=O", "molar_mass_g_mol": 84.12, "multiplicity": 1, "charge": 0, "gap_ev": 10.566, "homo_ev": -9.62, "species": ["C", "C", "C", "C", "C", "O", "H", "H", "H", "H", "H", "H", "H", "H"], "xyz": [[1.39640, -1.41267, -0.05878], [0.56961, -0.70961, -0.82499], [-0.25686, 0.47046, -0.37487], [0.14320, 1.08791, 0.96341], [-1.73404, 0.09123, -0.38148], [-2.22626, -0.73050, -1.11405], [1.56977, -1.17689, 0.98851], [1.92750, -2.27306, -0.45584], [0.41907, -1.00649, -1.86085], [-0.17533, 1.25573, -1.14541], [0.10834, 0.35357, 1.77515], [1.15767, 1.49419, 0.91457], [-0.53569, 1.90709, 1.22613], [-2.36338, 0.64905, 0.34851]], "atomic_forces_ev_per_a": [[-0.1, 0.1, -0.1], [0.1, -0.1, 0.0], [0.1, 0.0, 0.0], [0.0, 0.0, 0.1], [-0.2, -0.2, -0.3], [0.2, 0.4, 0.3], [0.0, 0.0, -0.2], [-0.1, 0.1, 0.0], [0.0, 0.0, 0.2], [0.0, -0.1, 0.1], [0.0, 0.1, -0.1], [-0.1, -0.1, 0.0], [0.1, -0.1, 0.0], [0.0, 0.0, -0.1]], "nbo_charge": [-0.399, -0.160, -0.380, -0.610, 0.459, -0.511, 0.191, 0.206, 0.214, 0.236, 0.210, 0.225, 0.215, 0.105]}

***

# 2
{"formula": "C47H95F6HgN6O9S2", "method": "ωB97M-V/def2-TZVPD", "molar_mass_g_mol": 1267.02, "multiplicity": 1, "charge": 1, "gap_ev": 3.633, "homo_ev": -9.54, "species": ["Hg", "C", "F", "F", "F", "S", "O", "O", "N", "S", "O", "O", "C", "F", "F", "F", "C", "C", "C", "C", "C", "C", "N", "O", "C", "C", "C", "H", "H", "H", "H", "H", "H", "H", "H", "H", "H", "H", "H", "H", "H", "H", "H", "H", "H", "H", "C", "C", "C", "C", "C", "C", "N", "O", "C", "C", "C", "H", "H", "H", "H", "H", "H", "H", "H", "H", "H", "H", "H", "H", "H", "H", "H", "H", "H", "H", "C", "C", "C", "C", "C", "C", "N", "O", "C", "C", "C", "H", "H", "H", "H", "H", "H", "H", "H", "H", "H", "H", "H", "H", "H", "H", "H", "H", "H", "H", "C", "C", "C", "C", "C", "C", "N", "O", "C", "C", "C", "H", "H", "H", "H", "H", "H", "H", "H", "H", "H", "H", "H", "H", "H", "H", "H", "H", "H", "H", "C", "C", "C", "C", "C", "C", "N", "O", "C", "C", "C", "H", "H", "H", "H", "H", "H", "H", "H", "H", "H", "H", "H", "H", "H", "H", "H", "H", "H", "H"], "xyz": [[3.76316, -1.72061, -2.11621], [1.99215, -0.21217, 1.50547], [2.11999, 1.09010, 1.34195], [3.10383, -0.71895, 1.99652], [0.94443, -0.46023, 2.26825], [1.62924, -1.07117, -0.15999], [2.54665, -2.22471, -0.17786], [0.25589, -1.36873, -0.25865], [2.35195, -0.18464, -1.42083], [1.30204, 0.93994, -1.91485], [0.29478, 0.50185, -2.82632], [0.79026, 1.66702, -0.79957], [2.41107, 2.13869, -2.80949], [3.26606, 1.51870, -3.64111], [1.64038, 2.91364, -3.53188], [3.08372, 2.82212, -1.90932], [-1.68910, 3.01197, 1.64536], [-2.71018, 2.38448, 2.56763], [-2.38814, 2.72897, 4.02101], [-3.48513, 2.54385, 5.05999], [-4.84211, 3.08429, 4.61834], [-5.20929, 2.66811, 3.20395], [-4.08464, 2.85393, 2.29006], [-4.42343, 2.59434, 0.93599], [-5.82634, 1.26815, 3.26371], [-6.29096, 3.67151, 2.76918], [-2.66946, 0.83739, 2.45333], [-0.75314, 2.53169, 1.94088], [-1.53011, 4.08382, 1.79987], [-1.92138, 2.93713, 0.58543], [-1.68472, 1.95445, 4.36733], [-1.75154, 3.61251, 4.11094], [-3.10607, 3.01474, 5.97391], [-3.53263, 1.50857, 5.41876], [-4.73234, 4.15482, 4.80602], [-5.55978, 2.71160, 5.35097], [-6.05481, 0.73740, 2.34163], [-5.04226, 0.66755, 3.74517], [-6.69223, 1.19241, 3.92014], [-5.97875, 4.68993, 3.03652], [-6.50876, 3.72412, 1.70494], [-7.20757, 3.59047, 3.35825], [-3.35405, 0.48318, 1.67380], [-2.88499, 0.27444, 3.35884], [-1.69551, 0.51541, 2.06181], [-4.60556, 3.48236, 0.61496], [5.18573, 6.96748, -1.54041], [5.88981, 7.13995, -0.18187], [5.53453, 8.58088, 0.26181], [4.11032, 8.73596, 0.78365], [3.87610, 7.72354, 1.90451], [4.24760, 6.27737, 1.53965], [5.50767, 6.20063, 0.84215], [5.91555, 4.88513, 0.55710], [4.29672, 5.53607, 2.87889], [3.04188, 5.71707, 0.71888], [7.39765, 7.13861, -0.38331], [5.39996, 6.00158, -2.01629], [5.59060, 7.64895, -2.29631], [4.11632, 7.16414, -1.54478], [6.21934, 8.91527, 1.04618], [5.67174, 9.20933, -0.61732], [3.38369, 8.63931, -0.02740], [3.94065, 9.71725, 1.23148], [2.87021, 7.74995, 2.32012], [4.56928, 8.02599, 2.69927], [4.58888, 4.49181, 2.73209], [5.00609, 6.00409, 3.55697], [3.29291, 5.46233, 3.29805], [3.35699, 4.78489, 0.24002], [2.19024, 5.62718, 1.38603], [2.79163, 6.35778, -0.12587], [7.85424, 7.29707, 0.59601], [7.72210, 8.01271, -0.95519], [7.80950, 6.26627, -0.88648], [5.26908, 4.54918, -0.08328], [-5.68773, -2.04642, 1.06776], [-5.35833, -2.55348, -0.36111], [-6.40418, -1.77700, -1.17630], [-6.21260, -1.86371, -2.68599], [-4.85601, -1.22462, -2.94291], [-3.69207, -1.90958, -2.16332], [-4.05853, -2.08053, -0.77324], [-2.94861, -2.43844, 0.06249], [-3.29505, -3.15800, -2.96920], [-2.56736, -0.88663, -2.31593], [-5.53090, -4.06920, -0.35151], [-6.72550, -2.20800, 1.33230], [-5.33501, -1.01277, 1.14787], [-4.98206, -2.47326, 1.79323], [-7.35944, -2.27786, -0.98426], [-6.41827, -0.74604, -0.83115], [-7.08369, -1.43707, -3.18026], [-6.13180, -2.90797, -3.00804], [-4.89528, -0.19051, -2.58461], [-4.59174, -1.21146, -4.00175], [-2.49911, -3.67416, -2.40673], [-4.10580, -3.85784, -3.15062], [-2.72182, -2.90602, -3.86516], [-1.62017, -1.30256, -1.96454], [-2.38422, -0.60626, -3.35766], [-2.79805, 0.08619, -1.87394], [-4.66338, -4.58905, 0.04833], [-5.59515, -4.42988, -1.38760], [-6.44447, -4.40248, 0.13858], [-2.55164, -1.56018, 0.10764], [1.21214, -3.44967, 4.16809], [1.02405, -4.84591, 3.55561], [0.61057, -5.83014, 4.64327], [-0.87821, -5.88296, 5.05379], [-1.68658, -6.02026, 3.77060], [-1.41252, -4.93827, 2.72491], [0.02542, -4.84849, 2.49197], [0.33144, -3.90658, 1.48284], [-2.19422, -5.28840, 1.47182], [-1.97841, -3.60675, 3.29004], [2.35016, -5.30581, 2.97164], [1.80475, -2.75490, 3.57059], [0.29529, -2.93489, 4.46453], [1.70780, -3.46037, 5.14725], [0.89618, -6.83834, 4.32356], [1.11809, -5.64886, 5.59388], [-0.99913, -6.69558, 5.76354], [-1.10901, -4.91582, 5.50703], [-2.76084, -6.06534, 3.97015], [-1.44281, -6.99899, 3.34079], [-2.04328, -6.33746, 1.20666], [-1.78209, -4.80179, 0.57652], [-3.20736, -4.90838, 1.39479], [-1.74151, -3.41692, 4.33918], [-3.07050, -3.62837, 3.33405], [-1.67702, -2.69291, 2.76848], [2.77132, -4.59297, 2.25972], [3.11340, -5.60399, 3.69090], [2.16589, -6.20363, 2.37122], [-0.19173, -3.13073, 1.73953], [4.67673, -3.29567, -6.14763], [4.19184, -2.20383, -5.17867], [3.72332, -0.96329, -5.93672], [2.35506, -1.17991, -6.57302], [1.33132, -1.53188, -5.46472], [1.74425, -2.73297, -4.62806], [3.16215, -2.61144, -4.22462], [3.58387, -3.72645, -3.44368], [0.81693, -2.93924, -3.45016], [1.56642, -3.97248, -5.54634], [5.45324, -1.83993, -4.38994], [5.04245, -4.20039, -5.66054], [5.47195, -2.97180, -6.81969], [3.89532, -3.54624, -6.86859], [3.63743, -0.15296, -5.20751], [4.42885, -0.74295, -6.73634], [2.39043, -1.97019, -7.32322], [2.00471, -0.27008, -7.05709], [0.39588, -1.68210, -6.00022], [1.27929, -0.61556, -4.86919], [-0.21680, -3.01129, -3.76690], [1.14524, -3.82607, -2.90229], [0.91041, -2.13372, -2.72182], [2.12387, -4.85845, -5.23297], [0.52767, -4.29765, -5.44103], [1.64116, -3.79075, -6.61424], [6.28639, -1.54760, -5.03222], [5.91380, -2.64064, -3.80220], [5.25653, -0.94801, -3.75458], [3.59935, -4.50040, -4.03429]], "atomic_forces_ev_per_a": [[-0.7, 0.3, -0.4], [-0.4, 0.6, -0.3], [0.2, -0.3, 0.1], [-0.2, -0.1, 0.0], [0.3, -0.2, 0.0], [2.0, -0.9, -0.3], [0.4, 0.1, 0.1], [-0.7, 0.5, -0.1], [-1.0, -0.4, 1.8], [-1.8, 1.9, -0.7], [0.9, -0.7, -0.7], [0.5, 0.0, 0.5], [-0.3, -0.6, 0.1], [0.2, -0.2, 0.2], [-0.1, 0.4, 0.0], [0.3, 0.2, -0.1], [0.3, 0.5, 0.2], [-1.7, -1.0, 0.7], [1.4, -1.2, 0.6], [0.2, 0.0, 0.4], [1.5, -0.2, 1.4], [-1.7, 0.7, -0.7], [1.0, 1.2, 0.3], [-0.2, -0.3, 0.3], [1.2, -1.1, 0.6], [-0.1, 1.3, 0.4], [0.4, -0.4, -1.4], [0.2, 0.0, -0.6], [-0.3, 0.0, 0.4], [0.1, -0.6, 0.0], [0.3, 0.1, -0.5], [-0.8, 0.6, 0.0], [-0.4, 0.4, -0.1], [-0.2, -0.2, -0.7], [-0.5, 0.2, -0.7], [-0.4, 0.1, -0.3], [0.0, 0.6, -0.3], [-0.3, -0.3, 0.0], [-0.1, 0.4, -0.1], [0.4, -0.1, -0.2], [-0.2, -0.5, 0.0], [-0.1, -0.6, -0.3], [-0.2, 0.2, 0.1], [0.0, 0.2, 0.2], [0.1, 0.0, 0.4], [0.0, 0.0, -0.3], [0.4, -0.5, -1.0], [-0.5, 1.2, -1.0], [-0.3, 0.0, 0.4], [-0.4, -0.3, 0.2], [1.3, 0.3, -0.2], [-1.9, 0.1, 0.1], [0.9, 0.4, 1.0], [-0.4, 0.1, -0.2], [0.2, -1.0, -0.6], [1.1, 0.1, -0.4], [0.5, 0.4, 0.3], [-0.3, -0.2, 0.4], [0.2, 0.2, 0.3], [-0.1, -0.2, 0.2], [0.1, -0.1, -0.1], [0.2, 0.1, 0.1], [0.0, -0.1, 0.0], [0.2, 0.2, -0.3], [-0.1, 0.0, -0.1], [-0.2, 0.0, 0.1], [0.2, 0.1, 0.0], [-0.1, 0.0, 0.1], [0.1, 0.4, 0.2], [-0.5, -0.4, 0.4], [-0.2, -0.4, -0.2], [-0.1, 0.2, 0.2], [0.1, -0.5, 0.0], [-0.3, 0.0, -0.2], [-0.1, -0.2, 0.2], [0.1, -0.1, -0.1], [2.4, 0.1, 0.3], [-0.7, 0.5, 1.5], [-0.6, -1.6, -0.9], [0.9, -0.2, 0.5], [-0.5, 0.3, 0.2], [-0.6, 0.6, -1.9], [0.0, 0.9, -0.3], [-0.6, 0.1, -0.6], [1.4, -0.5, 1.1], [0.7, 0.0, 0.0], [0.0, -0.4, -1.5], [0.0, 0.1, 0.1], [-0.8, 0.3, -0.3], [-0.5, -0.7, 0.1], [-0.1, 0.4, 0.4], [-0.1, 0.1, -0.1], [0.3, 0.3, -0.3], [-0.3, 0.0, 0.1], [-0.1, 0.1, -0.2], [0.1, 0.0, 0.0], [-0.4, -0.2, 0.3], [0.0, 0.0, -0.2], [-0.7, 0.3, -0.4], [0.0, 0.3, 0.3], [-0.2, -0.4, -0.1], [0.1, -0.3, 0.6], [0.0, 0.2, 0.3], [-0.1, 0.0, 0.1], [0.1, 0.1, 0.2], [0.4, -0.2, 0.5], [0.1, 0.9, 1.1], [-0.1, 1.0, 0.7], [-0.6, -1.0, 0.9], [0.8, 1.1, -1.3], [-0.1, -1.0, 0.4], [-0.7, 1.1, 1.3], [0.0, -1.5, -1.0], [-0.2, 0.2, 0.4], [1.3, 0.1, -1.9], [-0.5, 0.3, 0.7], [0.2, -0.7, -1.0], [-0.1, -0.2, -0.3], [-0.3, -0.2, -0.5], [0.4, -0.5, -0.3], [0.0, 0.0, 0.0], [0.6, 0.2, -0.4], [-0.3, 0.0, 0.0], [-0.2, -0.3, 0.4], [0.0, 0.2, -0.1], [0.0, 0.1, -0.2], [-0.6, -0.2, 0.4], [0.4, 0.2, 0.4], [-0.3, -0.5, 0.8], [0.4, -0.2, -0.1], [0.0, 0.0, -0.5], [-0.1, -0.1, -0.3], [0.0, 0.2, 0.2], [-0.2, 0.4, 0.3], [-0.1, 0.0, 0.1], [0.2, 0.2, -0.2], [-0.9, -0.4, -0.9], [2.0, -0.2, -0.8], [-0.8, -0.3, -0.2], [-0.3, -0.3, 0.7], [1.2, 1.3, -0.8], [-0.9, -1.1, -1.8], [0.0, 1.1, 1.3], [0.0, -1.0, -0.6], [1.2, 0.1, 1.1], [-0.9, -0.5, 0.3], [0.4, 0.2, 0.4], [-0.1, 0.0, 0.1], [0.2, 0.4, 0.5], [-0.1, -0.3, 0.3], [0.2, 0.2, -0.3], [0.3, 0.2, 0.4], [0.1, 0.1, -0.1], [0.1, 0.0, -0.1], [-0.3, -0.3, 0.6], [-0.5, -0.2, 0.3], [0.0, 0.0, 0.0], [-0.5, -0.2, -0.1], [-0.3, 0.3, -0.2], [0.2, 0.1, -0.2], [0.0, 0.1, 0.1], [0.6, 0.1, 0.0], [-0.3, 0.3, -0.2], [-0.5, -0.2, 0.1], [0.1, 0.1, 0.0], [0.0, -0.2, 0.2]], "mulliken_charge": [1.056, 0.347, -0.145, -0.187, -0.089, 1.242, -0.950, -0.204, -0.469, 0.874, -0.602, -0.338, 0.221, -0.186, -0.199, -0.195, -2.298, 2.664, -1.178, -0.958, -1.172, 1.666, 0.122, -0.424, -1.655, -1.916, -1.395, 0.387, 0.519, 0.345, 0.215, 0.527, 0.435, 0.327, 0.389, 0.396, 0.231, 0.363, 0.467, 0.454, 0.356, 0.391, 0.158, 0.361, -0.145, 0.336, -1.718, 1.662, -1.262, -0.634, -1.378, 1.774, 0.192, -0.438, -1.891, -1.748, -1.918, 0.368, 0.434, 0.338, 0.378, 0.455, 0.312, 0.396, 0.459, 0.401, 0.387, 0.427, 0.380, 0.287, 0.558, 0.264, 0.467, 0.378, 0.350, 0.342, -1.502, 1.417, -1.330, -0.760, -1.452, 2.067, -0.312, 1.768, -1.674, -2.180, -1.229, 0.546, 0.068, 0.037, 0.492, 0.324, 0.437, 0.292, 0.438, 0.476, 0.192, 0.344, 0.389, 0.153, 0.564, 0.380, 0.088, 0.355, 0.464, -0.174, -1.473, 2.241, -1.386, -0.599, -1.357, 2.236, -0.162, 0.091, -2.356, -2.023, -1.879, 0.040, 0.333, 0.442, 0.380, 0.396, 0.423, 0.288, 0.404, 0.405, 0.446, 0.312, 0.223, 0.253, 0.471, 0.373, 0.121, 0.375, 0.473, 0.072, -1.731, 1.192, -0.866, -0.854, -1.146, 1.298, 2.444, -0.379, -2.322, -1.506, -2.313, 0.423, 0.476, 0.336, -0.042, 0.485, 0.388, 0.501, 0.591, -0.086, 0.538, 0.560, -0.138, 0.212, 0.535, 0.332, 0.462, 0.479, 0.438, 0.291]}

***

# 3
{"formula": "C11H21I2N2O2", "method": "ωB97M-V/def2-TZVPD", "molar_mass_g_mol": 467.11, "multiplicity": 1, "charge": 1, "gap_ev": 8.129, "homo_ev": -11.69, "species": ["C", "C", "N", "N", "C", "I", "C", "C", "I", "H", "H", "H", "H", "H", "H", "H", "H", "H", "C", "C", "O", "C", "H", "H", "H", "H", "H", "H", "C", "C", "O", "C", "H", "H", "H", "H", "H", "H"], "xyz": [[-0.92521, 1.88324, 2.25857], [0.13110, 2.32369, 2.59305], [1.36455, 2.96246, 2.81038], [1.71371, 2.86354, 4.22277], [2.50254, 2.54108, 1.86610], [2.36736, 0.50984, 1.23335], [2.59888, 3.50503, 0.68900], [1.35632, 3.63077, -0.19572], [3.17324, 5.40882, 1.51957], [-1.88012, 1.47240, 2.01069], [1.23974, 3.97017, 2.60650], [1.92088, 3.80507, 4.54827], [2.56431, 2.31377, 4.29968], [3.41424, 2.59532, 2.45032], [3.43470, 3.15926, 0.08660], [1.31724, 4.62006, -0.64532], [1.40181, 2.90268, -1.00466], [0.42290, 3.48830, 0.34646], [-2.76122, -2.63060, 1.29062], [-2.58723, -1.32041, 0.56241], [-3.52262, -0.58886, 0.33247], [-1.18501, -0.95889, 0.14118], [-3.80878, -2.77691, 1.54131], [-2.41677, -3.45438, 0.66294], [-2.16354, -2.63459, 2.20414], [-0.77597, -1.72409, -0.52037], [-0.54892, -0.87028, 1.02682], [-1.20238, -0.00740, -0.38896], [-1.73718, -4.19950, -3.24299], [-0.54679, -3.28927, -3.40376], [-0.22775, -2.50070, -2.53973], [0.22554, -3.40376, -4.69189], [-2.21408, -4.02365, -2.28161], [-2.45665, -4.01623, -4.04241], [-1.42140, -5.24189, -3.30852], [-0.42989, -3.19448, -5.53873], [0.60808, -4.41911, -4.80753], [1.05438, -2.70048, -4.69100]], "atomic_forces_ev_per_a": [[0.1, 0.0, 0.3], [0.0, 0.1, -0.4], [-0.1, -0.2, 0.4], [0.0, 0.1, 0.1], [0.2, -0.2, -0.5], [0.0, 0.1, 0.1], [-0.3, -0.3, -0.1], [0.1, 0.2, 0.0], [0.0, 0.1, 0.1], [0.0, 0.0, -0.1], [0.0, 0.0, 0.0], [0.0, 0.0, -0.1], [-0.1, -0.1, 0.0], [-0.1, 0.1, 0.1], [0.2, 0.2, 0.1], [0.0, 0.0, -0.1], [-0.1, -0.1, 0.1], [0.0, 0.0, 0.0], [-0.1, 0.0, -0.1], [0.0, -0.1, 0.0], [0.0, 0.1, 0.1], [-0.1, 0.1, 0.0], [0.0, 0.0, 0.0], [0.1, 0.0, 0.0], [0.0, 0.0, 0.0], [0.0, 0.0, 0.1], [0.0, -0.1, 0.0], [0.0, 0.0, 0.0], [0.0, 0.1, 0.1], [0.0, 0.0, 0.0], [0.0, -0.1, 0.0], [0.1, 0.1, 0.1], [0.0, 0.0, 0.0], [0.0, -0.1, 0.0], [0.0, 0.0, -0.1], [0.0, -0.1, 0.0], [0.0, 0.0, 0.0], [0.0, 0.0, 0.0]], "nbo_charge": [-0.069, 0.051, -0.323, -0.588, -0.212, 0.263, -0.358, -0.665, 0.141, 0.284, 0.465, 0.389, 0.382, 0.246, 0.265, 0.251, 0.252, 0.222, -0.722, 0.594, -0.549, -0.743, 0.242, 0.234, 0.228, 0.278, 0.208, 0.224, -0.721, 0.614, -0.578, -0.722, 0.228, 0.240, 0.237, 0.238, 0.237, 0.235]}